Arrangement i

C3H12N2O | ωB97M-V with the def2-TZVPD basis set

The geometry in XYZ format:
```
18
Properties=species:S:1:pos:R:3:lowdin_charge:R:1
C 3.87174 0.03541 -1.68116 -0.084
C 3.51920 0.91773 -2.66234 -0.069
H 4.92813 -0.08328 -1.50202 0.030
H 3.38175 -0.97226 -1.57884 0.052
H 4.15882 1.53458 -3.24343 0.031
H 2.59712 0.72502 -3.22945 0.045
N -2.95428 -0.39033 0.35373 -0.028
C -2.96205 1.04382 0.55378 -0.399
O -3.07862 1.50078 1.90065 -0.054
H -2.72782 -0.69240 -0.62547 0.094
H -2.26067 -0.76435 1.05784 0.090
H -2.06429 1.50170 0.14263 0.100
H -3.76727 1.32648 -0.14306 0.108
H -3.34263 0.64226 2.29671 0.086
N 1.67823 -2.38495 1.24325 -0.007
H 2.57328 -2.46906 1.79298 0.032
H 1.92492 -1.94988 0.34690 -0.010
H 1.58665 -3.35979 1.03946 -0.017
```

## Properties
**M**: 92.142 g mol⁻¹
**SMILES**: C=C.NCO.N
**Frontier orbital gap**: 10.0 eV
**HOMO**: -9.32 eV



Arrangement ii

C3H12N2O | ωB97M-V with the def2-TZVPD basis set

The geometry in XYZ format:
```
18
Properties=species:S:1:pos:R:3:lowdin_charge:R:1
C -4.81662 -1.56602 -1.78568 -0.091
C -4.36821 -1.61588 -3.17475 -0.359
O -5.35330 -1.29361 -4.12005 -0.085
H -4.03744 -2.01126 -1.25426 0.059
H -5.77977 -2.07402 -1.59289 0.100
H -4.93932 -0.55142 -1.51348 0.065
H -3.49042 -1.12918 -3.51257 0.105
H -4.22903 -2.70828 -3.36916 0.119
H -5.60665 -2.10476 -4.58607 0.087
N 3.39932 1.45296 2.93738 0.017
C 4.62456 2.05676 2.55310 -0.337
N 6.01823 1.67623 3.12699 -0.056
H 3.05108 1.64053 3.84521 0.061
H 3.15688 0.59361 2.60102 0.027
H 4.42870 3.10220 2.62229 0.089
H 4.80471 1.73045 1.50170 0.105
H 6.83009 2.10811 2.62217 0.057
H 6.30719 0.69358 3.09905 0.037
```

## Properties
**M**: 92.142 g mol⁻¹
**SMILES**: CCO.NCN
**Frontier orbital gap**: 9.8 eV
**HOMO**: -8.76 eV



Arrangement iii

C3H12N2O | ωB97M-V with the def2-TZVPD basis set

The geometry in XYZ format:
```
18
Properties=species:S:1:pos:R:3:lowdin_charge:R:1
C 0.85213 -1.70731 -1.49217 -0.087
C 2.06615 -1.39060 -0.99307 -0.088
H 0.17265 -2.33651 -0.88021 0.058
H 0.40279 -1.29475 -2.39092 0.042
H 2.62398 -2.00039 -0.29893 0.040
H 2.50323 -0.43929 -1.32170 0.043
N -1.89000 0.99981 -0.81449 0.004
C -2.22306 0.24168 0.43613 -0.346
O -1.09451 -0.42691 0.92573 -0.111
H -1.19891 1.72744 -0.56528 0.057
H -1.39156 0.36679 -1.39729 0.024
H -2.74773 0.90171 1.17065 0.114
H -3.00249 -0.38487 0.03522 0.095
H -0.31360 0.17760 0.95162 0.020
N 1.15909 1.25724 1.59818 0.050
H 1.51689 1.82891 0.81939 0.050
H 1.80192 0.62751 1.86640 -0.028
H 0.76304 1.85195 2.35072 0.064
```

## Properties
**M**: 92.142 g mol⁻¹
**SMILES**: C=C.NCO.N
**Frontier orbital gap**: 10.0 eV
**HOMO**: -9.25 eV



The least stable of them is arrangement i.



Arrangement i

C3H12N2O | ωB97M-V with the def2-TZVPD basis set

The geometry in XYZ format:
```
18
Properties=species:S:1:pos:R:3:lowdin_charge:R:1
N -1.11916 0.66267 -1.48685 0.003
C 0.19020 0.90510 -0.84685 -0.276
C 0.06062 0.96058 0.71679 -0.187
C 1.29333 1.64852 1.43341 -0.352
N 1.15276 2.16663 2.74826 -0.015
H -1.16417 -0.15494 -2.13283 0.085
H -1.25125 1.46887 -2.00579 0.023
H 0.93334 0.28416 -1.17080 0.072
H 0.66183 1.85615 -1.03266 0.093
H -0.11265 0.03749 1.27320 0.093
H -0.83046 1.64402 0.93033 0.116
H 2.20781 0.94780 1.39178 0.133
H 1.56890 2.42154 0.72278 0.082
H 0.17127 2.45340 2.77826 0.069
H 1.32775 1.44390 3.42750 0.062
O -2.00235 -6.38819 -2.04826 -0.057
H -1.84538 -6.37933 -3.01675 0.051
H -1.24238 -5.97836 -1.68152 0.005
```

## Properties
**M**: 92.142 g mol⁻¹
**SMILES**: NCCCN.O
**Frontier orbital gap**: 9.9 eV
**HOMO**: -9.06 eV



Arrangement ii

C3H12N2O | ωB97M-V with the def2-TZVPD basis set

The geometry in XYZ format:
```
18
Properties=species:S:1:pos:R:3:lowdin_charge:R:1
C 1.81093 -1.21877 -0.37694 -0.105
C 0.30572 -1.27647 -0.51577 -0.288
N -0.37087 -1.17744 0.77206 -0.095
C -0.15717 -0.05032 1.63922 -0.331
N -0.44852 1.27301 1.12195 0.009
H 2.16495 -1.93964 0.35065 0.074
H 2.20343 -0.22041 -0.18918 0.065
H 2.23303 -1.53162 -1.33399 0.069
H -0.03163 -0.48202 -1.18116 0.083
H -0.02506 -2.23695 -0.89717 0.109
H -1.27865 -1.60387 0.81316 0.095
H 0.90207 -0.03101 1.91130 0.103
H -0.69473 -0.25251 2.56282 0.109
H -1.39484 1.36059 0.77303 0.055
H 0.15509 1.52216 0.35173 0.038
O -1.03986 1.88978 -2.24650 -0.060
H -1.73552 2.20490 -1.66311 0.030
H -0.24143 2.38642 -2.02385 0.038
```

## Properties
**M**: 92.142 g mol⁻¹
**SMILES**: CCNCN.O
**Frontier orbital gap**: 9.0 eV
**HOMO**: -8.31 eV



The least stable of them is arrangement i.



Arrangement i

C3H12N2O | ωB97M-V with the def2-TZVPD basis set

The geometry in XYZ format:
```
18
Properties=species:S:1:pos:R:3:lowdin_charge:R:1
C -0.89044 0.45443 -1.74654 -0.129
N -0.04758 -0.48113 -0.98511 -0.146
C 1.22287 0.11400 -0.46082 -0.223
C 1.24520 0.24172 1.04806 -0.292
N 0.28361 1.27213 1.46805 -0.002
H -0.49061 0.73761 -2.72064 0.074
H -0.92604 1.37574 -1.15358 0.071
H -1.91199 0.10073 -1.80336 0.069
H 0.20892 -1.26801 -1.56478 0.096
H 2.04446 -0.43784 -0.91875 0.111
H 1.25294 1.14589 -0.84963 0.110
H 1.05083 -0.70159 1.53861 0.089
H 2.26482 0.59488 1.26394 0.109
H 0.12335 1.14562 2.46061 0.063
H -0.61868 1.03689 1.05140 0.046
O -1.29248 -1.76124 1.37377 -0.085
H -2.18647 -2.08037 1.56299 0.034
H -1.33269 -1.48947 0.43579 0.007
```

## Properties
**M**: 92.142 g mol⁻¹
**SMILES**: CNCCN.O
**Frontier orbital gap**: 10.1 eV
**HOMO**: -9.14 eV



Arrangement ii

C3H12N2O | ωB97M-V with the def2-TZVPD basis set

The geometry in XYZ format:
```
18
Properties=species:S:1:pos:R:3:lowdin_charge:R:1
C -2.05226 -0.58576 -0.48202 -0.090
C -1.01048 -0.00512 0.47057 -0.259
N 0.37694 -0.31971 0.10717 -0.188
C 0.77437 -1.71450 0.27912 -0.092
H -1.86817 -0.24088 -1.49955 0.077
H -2.04239 -1.67513 -0.47540 0.062
H -3.04737 -0.25687 -0.18725 0.072
H -1.07822 1.08499 0.46016 0.103
H -1.17887 -0.36130 1.49079 0.115
H 0.57125 -0.00015 -0.86346 0.121
H 0.63260 -2.00168 1.32251 0.086
H 0.20095 -2.40039 -0.35150 0.074
H 1.82893 -1.80705 0.02273 0.085
N 1.99247 1.67772 -0.31704 -0.145
O 0.93912 2.66983 -0.49275 -0.212
H 2.84221 2.20149 -0.10647 0.034
H 1.40211 0.71890 0.23750 0.099
H 0.71679 3.01560 0.38490 0.057
```

## Properties
**M**: 92.142 g mol⁻¹
**SMILES**: CCNC.NO
**Frontier orbital gap**: 8.9 eV
**HOMO**: -8.01 eV



The least stable of them is arrangement ii.



Arrangement i

C8H10S | ωB97M-V with the def2-TZVPD basis set

The geometry in XYZ format:
```
19
Properties=species:S:1:pos:R:3:lowdin_charge:R:1
C 2.12646 1.44060 0.31161 -0.110
C 3.37984 0.93919 0.11340 -0.400
C 1.17908 0.44863 0.07752 -0.234
C 1.74453 -0.72894 -0.29875 -0.544
C 0.50464 -1.39622 -0.48199 -0.066
C -0.21342 -0.08111 -0.12840 -0.565
C -1.04614 -0.03624 1.19928 -0.048
C -0.98357 0.46607 -1.20859 -0.074
S 3.48845 -0.76790 -0.24307 1.025
H 1.85875 2.44243 0.74978 0.131
H 4.23602 1.54296 0.27870 0.053
H 0.29902 -2.04537 -1.31342 0.076
H 0.32364 -2.78748 0.97911 0.150
H -1.53622 0.98425 1.12728 0.090
H -0.56591 -0.37070 2.15201 0.087
H -1.87986 -0.79672 1.05427 0.087
H -0.28938 0.51928 -2.14348 0.129
H -1.13391 1.59278 -0.99802 0.118
H -1.92801 -0.03644 -1.43670 0.093
```

## Properties
**M**: 138.235 g mol⁻¹
**Frontier orbital gap (alpha / beta)**: 7.7 / 7.8 eV
**HOMO (alpha / beta)**: -7.88 / -8.07 eV



Arrangement ii

C8H10S | ωB97M-V with the def2-TZVPD basis set

The geometry in XYZ format:
```
19
Properties=species:S:1:pos:R:3:lowdin_charge:R:1
C -1.25736 -0.63907 -1.57928 -0.102
C -0.71661 -1.83340 -2.04500 -0.414
C -0.87906 -0.52762 -0.19901 -0.211
C -0.13669 -1.57956 0.25152 -0.567
C 0.12960 -0.91590 1.59057 0.001
C -0.61429 0.10162 1.21665 -0.239
C 2.04340 0.93323 -0.73523 -0.046
C -1.10787 1.39688 1.76578 -0.056
S 0.15006 -2.76499 -0.86880 1.048
H -1.80245 0.19488 -2.02791 0.107
H -0.95979 -2.30205 -2.92121 0.017
H 0.55337 -1.28844 2.49825 0.099
H 2.49945 0.19192 -0.03002 0.040
H 1.44695 1.67436 -0.18017 0.012
H 1.42212 0.56438 -1.54648 0.009
H 2.88469 1.55567 -1.17145 0.034
H -0.65216 1.55319 2.80863 0.098
H -2.18959 1.30648 1.90722 0.076
H -0.81379 2.37842 1.26593 0.094
```

## Properties
**M**: 138.235 g mol⁻¹
**Frontier orbital gap (alpha / beta)**: 7.9 / 7.9 eV
**HOMO (alpha / beta)**: -7.26 / -7.26 eV



The least stable of them is arrangement i.



Arrangement i

AsF6H22O11 | ωB97M-V with the def2-TZVPD basis set

The geometry in XYZ format:
```
40
Properties=species:S:1:pos:R:3:lowdin_charge:R:1
As -0.02466 0.81582 0.09361 0.981
F -1.61580 -0.04313 -0.14667 -0.258
F -0.43109 1.00853 1.81056 -0.242
F 1.58003 1.50981 0.33589 -0.246
F 0.32371 0.70610 -1.66238 -0.236
F -0.78184 2.39541 -0.15513 -0.224
F 0.72163 -0.81458 0.34184 -0.269
O 2.78188 -2.97275 2.22138 0.409
H 2.70949 -2.03603 2.03822 0.058
H 1.97012 -3.34755 1.87963 0.072
O 2.91066 -0.22871 2.18862 -0.017
H 3.31539 0.07413 3.00147 0.074
H 2.29102 0.46304 1.95682 0.020
O -4.02821 -1.52773 -0.86841 -0.058
H -4.62164 -1.03542 -1.43559 0.035
H -3.27553 -0.94869 -0.74831 -0.025
O 3.67270 2.54917 -0.90328 -0.051
H 3.92546 3.20156 -0.25003 0.031
H 2.91325 2.10903 -0.52152 -0.032
O 3.00491 -0.59260 -2.20376 -0.049
H 3.71276 -0.31467 -1.62243 0.025
H 2.21391 -0.22082 -1.81349 -0.027
O 0.43187 -3.54030 0.71359 0.079
H 0.03479 -4.04560 0.00419 0.083
H 0.48562 -2.64787 0.37168 0.014
O -4.04756 1.44991 0.33341 -0.049
H -3.20741 1.16040 0.68916 -0.008
H -4.70107 0.95883 0.83139 0.036
O -1.87781 -0.21921 -3.70301 -0.039
H -1.74706 0.14467 -4.57864 0.044
H -1.22384 0.22101 -3.16009 0.003
O -1.67858 4.61674 -0.28697 -0.061
H -1.94806 4.87079 0.59568 0.024
H -1.46161 3.68736 -0.21348 -0.059
O -0.57606 -0.56197 4.09528 -0.055
H -0.06978 -0.02477 4.70464 0.027
H -0.62777 -0.03577 3.29737 -0.023
O -0.29917 -2.33658 -2.03069 -0.046
H -1.06139 -1.93687 -2.44960 0.010
H 0.30676 -2.51068 -2.75094 0.049
```

## Properties
**⟨S²⟩**: 0.756
**M**: 387.075 g mol⁻¹
**Frontier orbital gap (alpha / beta)**: 9.4 / 2.3 eV
**HOMO (alpha / beta)**: -10.24 / -10.24 eV
**Multiplicity**: 2



Arrangement ii

AsF6H22O11 | ωB97M-V with the def2-TZVPD basis set

The geometry in XYZ format:
```
40
Properties=species:S:1:pos:R:3:lowdin_charge:R:1
As 0.37168 0.26211 0.00541 1.057
F 0.01054 -1.25550 -0.87689 -0.267
F 1.44871 0.76766 -1.38422 -0.252
F 0.80059 1.72254 0.92055 -0.240
F -0.78492 -0.17252 1.32847 -0.267
F 1.67343 -0.67923 0.89504 -0.264
F -1.08262 1.08827 -0.77645 -0.268
O -0.88196 -2.74719 -3.36761 0.129
H -1.22069 -1.88039 -3.14364 0.021
H -0.05067 -2.80892 -2.89709 0.053
O 1.66351 4.04656 1.58262 -0.059
H 1.33742 3.18461 1.32388 -0.041
H 1.58923 4.57892 0.79060 0.030
O -2.72622 2.58233 1.67663 -0.051
H -2.23678 3.09317 2.32139 0.035
H -2.20189 1.79181 1.54865 -0.014
O 1.81428 0.93865 -3.97042 -0.060
H 1.71573 1.24906 -3.07033 -0.017
H 1.17977 1.45082 -4.47173 0.027
O -2.41780 -0.19521 -3.13163 -0.049
H -2.54289 0.20972 -2.27336 0.012
H -2.35959 0.54245 -3.73883 0.030
O 0.20157 -3.99142 -0.19293 0.286
H 0.70456 -3.65344 0.54801 0.046
H 0.05028 -3.22708 -0.74892 0.051
O -3.01926 2.61640 -2.98721 -0.038
H -3.01135 2.84588 -2.05796 0.040
H -3.85170 2.95954 -3.31207 0.047
O 4.70739 0.61360 0.99471 -0.052
H 5.42180 1.00554 1.49694 0.032
H 4.04806 0.38831 1.65103 0.012
O -0.53344 -1.14313 4.70325 -0.056
H -1.09417 -1.66500 4.12927 -0.020
H -0.33726 -0.35559 4.19578 0.017
O 1.96267 -2.97495 1.91122 -0.005
H 1.75103 -2.19400 1.39981 -0.028
H 2.74698 -2.73377 2.40411 0.069
O -1.50076 -2.33998 2.46583 -0.006
H -2.39546 -2.13728 2.19259 0.071
H -0.94984 -1.78321 1.91562 -0.008
```

## Properties
**⟨S²⟩**: 0.757
**M**: 387.075 g mol⁻¹
**Frontier orbital gap (alpha / beta)**: 9.4 / 2.6 eV
**HOMO (alpha / beta)**: -10.92 / -10.92 eV
**Multiplicity**: 2



The least stable of them is arrangement ii.



Arrangement i

C3H6O3 | ωB97M-V with the def2-TZVPD basis set

The geometry in XYZ format:
```
12
Properties=species:S:1:pos:R:3:lowdin_charge:R:1
C 0.87190 1.30507 -0.96073 -0.065
C 0.73907 1.39484 0.46422 -0.300
O -0.08522 0.78176 1.15899 0.014
H 1.76630 0.71128 -1.12774 0.095
H 1.03998 2.25884 -1.56401 0.115
H 0.05589 0.83481 -1.46398 0.069
H 1.28528 2.21017 0.98055 0.122
O 0.14513 -2.13422 0.58360 0.067
C -1.00977 -2.29565 0.73289 -0.288
O -1.94132 -1.39925 -0.01243 -0.050
H -1.46702 -3.07920 1.42447 0.154
H -1.40022 -0.58846 -0.21583 0.065
```

## Properties
**M**: 90.078 g mol⁻¹
**SMILES**: CC=O.O=CO
**Frontier orbital gap**: 11.1 eV
**HOMO**: -10.26 eV



Arrangement ii

C3H6O3 | ωB97M-V with the def2-TZVPD basis set

The geometry in XYZ format:
```
12
Properties=species:S:1:pos:R:3:lowdin_charge:R:1
C 1.44232 0.16676 -0.37524 -0.092
C 0.16864 0.76668 0.25529 -0.108
C -1.05700 -0.21581 0.14125 -0.632
O -0.59649 -1.34705 0.59920 0.128
O -2.03062 -0.17961 -0.92231 0.057
O -2.33434 0.15528 0.43767 0.066
H 1.85708 -0.54573 0.35177 0.076
H 2.20475 0.99602 -0.54460 0.099
H 1.25497 -0.31688 -1.30257 0.060
H -0.09297 1.71600 -0.22489 0.125
H 0.45027 0.79672 1.23875 0.081
H -1.26660 -1.99240 0.34569 0.140
```

## Properties
**M**: 90.078 g mol⁻¹
**SMILES**: CCC1(O)OO1
**Frontier orbital gap**: 11.1 eV
**HOMO**: -10.26 eV



Arrangement iii

C3H6O3 | ωB97M-V with the def2-TZVPD basis set

The geometry in XYZ format:
```
12
Properties=species:S:1:pos:R:3:lowdin_charge:R:1
C -0.77782 1.11007 -1.34162 -0.098
O -0.25140 1.26023 -0.05268 -0.080
C -0.35463 -0.11050 0.36555 -0.458
O -1.34668 -0.78076 0.48714 0.146
C 0.98695 -0.44670 0.89439 -0.193
O 1.21181 -1.79469 1.09470 -0.018
H -0.65245 0.00458 -1.54676 0.107
H -1.86640 1.19565 -1.36080 0.098
H -0.18435 1.72081 -2.02756 0.103
H 1.77065 -0.08286 0.23046 0.143
H 1.03517 0.16084 1.81425 0.151
H 0.42917 -2.23667 1.44293 0.098
```

## Properties
**M**: 90.078 g mol⁻¹
**SMILES**: COC(=O)CO
**Frontier orbital gap**: 11.2 eV
**HOMO**: -10.50 eV



Arrangement iv

C3H6O3 | ωB97M-V with the def2-TZVPD basis set

The geometry in XYZ format:
```
12
Properties=species:S:1:pos:R:3:lowdin_charge:R:1
O -1.36702 -0.29775 -2.23283 0.132
C -0.79251 0.36532 -1.43009 -0.230
O -1.54838 1.79534 1.51600 -0.291
C -0.72753 0.05846 0.02690 0.092
C 0.28409 -0.78055 0.02684 0.227
O 2.82339 -1.18337 0.27918 -0.322
H -2.28031 2.11302 2.05548 -0.027
H -0.07526 1.09586 -1.83467 0.163
H -1.43594 0.53976 0.87279 0.072
H 0.10727 -1.81671 -0.28788 0.174
H 1.44773 -0.64450 0.11943 0.053
H 3.56446 -1.24490 0.88883 -0.043
```

## Properties
**M**: 90.078 g mol⁻¹
**Frontier orbital gap**: 6.2 eV
**HOMO**: -9.55 eV



The least stable of them is arrangement iv.